DFT (ωB97M-V/def2-TZVPD) results for C4H4KLiO2 as an isolated structure.

Structure (XYZ):
```
12
C4H4KLiO2 | the OMol25 dataset | ωB97M-V/def2-TZVPD
C 1.5068 0.4299 0.0329
O 2.5972 -0.1910 0.1605
H 1.5372 1.5451 0.0622
K 2.1159 -2.4701 0.3920
O -2.0000 -0.5337 0.6096
C -0.9980 0.4303 0.2559
C -0.7342 0.5341 -1.1801
C 0.2806 -0.2411 -0.1841
H -1.8627 -0.8410 1.5091
H -0.9478 1.2662 0.9665
H -0.3372 1.5200 -1.4704
Li -1.1578 -1.4486 -1.1541
```

Orbital gap: 5.09 eV
HOMO level: -5.810 eV
E: -912.6470 Ha
F_max: 0.0299 Eh/bohr
ΔE to the lowest compared entry with this formula, charge and spin: 1.111 eV
Total charge: 0

Löwdin population analysis, charges in e, atoms 1 to 8:
1 C -0.364
2 O -0.280
3 H 0.129
4 K 0.896
5 O -0.123
6 C -0.527
7 C -0.182
8 C -0.402

***

DFT (ωB97M-V/def2-TZVPD) results for C10H20Cl3FeO3 as an isolated structure.

Structure (XYZ):
```
37
C10H20Cl3FeO3 | the OMol25 dataset | ωB97M-V/def2-TZVPD
Fe 2.1439 -0.1014 0.6101
Cl 1.1354 0.5109 -1.4074
C 1.5624 2.4920 -4.4136
Cl 3.3049 2.7542 -4.1191
Cl 0.6734 3.7698 -5.2681
H 1.4990 1.5758 -5.0007
H 1.0467 2.3259 -3.4678
C 0.7749 4.0469 0.3944
C 1.2238 3.0528 1.4955
O 1.5257 1.9100 1.1455
C 1.3483 3.4374 2.9670
H -0.2163 3.8667 -0.0217
H 1.5937 4.0336 -0.3251
H 0.7279 5.0102 0.9021
H 2.4161 3.5092 3.1737
H 0.9890 2.6619 3.6435
H 0.8656 4.4006 3.1323
C -0.2129 -4.9104 0.3262
C -1.1055 -4.2732 -0.7269
O -2.2096 -4.7332 -1.0495
C -0.5769 -3.0281 -1.4798
H -0.7782 -5.6450 0.8996
H 0.0367 -4.1225 1.0369
H 0.6678 -5.4035 -0.0854
H -1.3454 -2.5494 -2.0868
H 0.1227 -3.4996 -2.1699
H -0.0141 -2.2178 -1.0165
C -2.0102 -0.1047 0.2921
C -1.1093 -0.7904 1.2688
O 0.1100 -0.6995 1.2188
C -1.7884 -1.6893 2.2988
H -1.4093 0.6481 -0.2182
H -2.8973 0.3488 0.7341
H -2.2160 -0.8664 -0.4600
H -1.2337 -1.9058 3.2118
H -1.9931 -2.6864 1.9089
H -2.6517 -1.1282 2.6564
```

Orbital gap (spin up / spin down): 8.23 / 4.92 eV
HOMO level (spin up / spin down): -11.681 / -12.248 eV
E: -3262.6551 Ha
Multiplicity: 7
F_max: 0.0602 Eh/bohr
Total charge: +1

Löwdin population analysis, charges in e, atoms 1 to 8:
1 Fe 0.931
2 Cl 0.105
3 C -1.051
4 Cl 0.489
5 Cl 0.517
6 H 0.025
7 H -0.048
8 C 0.029

***

DFT (ωB97M-V/def2-TZVPD) results for a 10-piece molecular cluster, C25H45Br18N2P overall.

Structure (XYZ):
```
91
C25H45Br18N2P | the OMol25 dataset | ωB97M-V/def2-TZVPD
H 3.2449 2.1273 1.1279
N 3.1959 1.8692 0.1385
C 3.2757 2.9133 -0.5802
C 3.4399 4.3253 -0.0837
P 2.0402 5.4876 -0.3993
C 0.5274 4.4437 -0.4906
C -0.5331 4.7516 0.3518
C -1.6853 3.9848 0.2763
C -1.7119 2.9677 -0.6595
C -0.6080 2.7142 -1.4536
N 0.5048 3.4452 -1.3761
H 3.2177 2.7847 -1.6638
H 4.3258 4.7482 -0.5712
H 3.6108 4.2999 0.9964
H 2.1546 5.8617 -1.7539
H -0.4736 5.5816 1.0454
H -2.5433 4.1930 0.9022
H -2.5945 2.3439 -0.7442
H -0.5984 1.8989 -2.1759
Br -3.7958 -0.2342 1.0641
C -2.2783 -0.7487 2.1684
C -1.9261 0.3370 3.1508
Br -1.0430 1.8013 2.2254
H -1.4631 -0.9718 1.4876
H -2.5824 -1.6597 2.6798
H -1.2245 -0.0336 3.8950
H -2.7966 0.7530 3.6475
Br -5.5905 -5.1861 2.0501
C -5.5104 -4.0341 0.4852
C -4.4051 -4.4373 -0.4522
Br -2.6603 -3.9058 0.2105
H -5.3945 -3.0177 0.8492
H -6.4762 -4.1420 -0.0042
H -4.5160 -3.9284 -1.4080
H -4.3609 -5.5081 -0.6162
Br -6.3405 -7.2147 -2.1146
C -6.1695 -6.0584 -3.6690
C -5.0295 -6.4683 -4.5631
Br -3.2984 -5.9664 -3.8349
H -6.0556 -5.0453 -3.2956
H -7.1153 -6.1473 -4.1986
H -5.1035 -5.9512 -5.5173
H -4.9976 -7.5401 -4.7310
Br 7.5052 4.7868 0.3870
C 7.7760 5.6578 2.1038
C 6.6162 5.4297 3.0358
Br 5.0753 6.5136 2.5563
H 7.9415 6.7106 1.8995
H 8.6822 5.2171 2.5131
H 6.8809 5.7287 4.0477
H 6.2834 4.3965 3.0368
Br -0.3724 -7.1898 -1.1585
C 0.9044 -8.2676 -2.1472
C 0.8419 -7.9865 -3.6235
Br -0.7160 -8.7989 -4.4584
H 0.6930 -9.3055 -1.9113
H 1.8828 -7.9969 -1.7565
H 1.7013 -8.4276 -4.1242
H 0.7937 -6.9247 -3.8438
Br 1.5540 5.7280 2.9333
C 1.8663 6.5860 4.6501
C 0.7289 6.3654 5.6100
Br -0.8096 7.4749 5.1714
H 2.0423 7.6367 4.4424
H 2.7778 6.1353 5.0385
H 1.0178 6.6625 6.6153
H 0.3816 5.3373 5.6207
Br -5.4720 -0.2462 -5.0514
C -4.1420 1.0994 -5.5020
C -2.7531 0.6689 -5.1127
Br -2.4622 0.8099 -3.1961
H -4.4450 2.0162 -5.0069
H -4.2110 1.2257 -6.5800
H -2.0138 1.3257 -5.5659
H -2.5451 -0.3596 -5.3894
Br 1.5862 -12.9907 -7.7108
C 1.5059 -11.0841 -7.3424
C 2.7838 -10.5772 -6.7291
Br 2.9329 -11.0875 -4.8588
H 0.6478 -10.9222 -6.6974
H 1.3361 -10.6078 -8.3054
H 2.7971 -9.4893 -6.7378
H 3.6695 -10.9559 -7.2284
Br 0.6998 6.7399 9.5594
C 2.0061 7.9571 10.3250
C 3.0179 8.4007 9.3019
Br 4.3124 7.0055 8.9034
H 2.4551 7.4430 11.1684
H 1.4360 8.8116 10.6824
H 3.5978 9.2387 9.6815
H 2.5559 8.6749 8.3589
```

Orbital gap: 8.44 eV
HOMO level: -8.150 eV
E: -47762.6778 Ha
F_max: 0.0221 Eh/bohr
ΔE to the lowest compared entry with this formula, charge and spin: 0.000 eV
Total charge: 0

Löwdin population analysis, charges in e, atoms 1 to 8:
1 H 0.037
2 N 0.081
3 C -0.344
4 C -0.438
5 P 0.901
6 C -0.516
7 C -0.151
8 C -0.175

***

DFT (ωB97M-V/def2-TZVPD) results for C5H11N in the gas phase.

Structure (XYZ):
```
17
C5H11N | the OMol25 dataset | ωB97M-V/def2-TZVPD
C 1.1173 0.9698 -1.2079
C 0.5237 0.4542 -0.1279
C -0.4980 -0.7564 -0.3690
C -0.0258 -1.8160 -1.2504
N 0.6246 0.8359 1.1837
C -0.6841 1.0155 1.9296
H 1.6734 1.9971 -1.3409
H 1.0731 0.3817 -2.0048
H -0.8302 -1.3513 0.5920
H -1.3673 -0.1753 -1.0281
H 0.7508 -2.4677 -0.7721
H -0.9409 -2.3312 -1.6769
H 0.4586 -1.5324 -2.1804
H 1.3604 1.6037 1.4101
H -1.3570 0.0423 1.9178
H -1.3489 1.8899 1.9369
H -0.5296 1.2401 2.9884
```

Orbital gap: 9.15 eV
HOMO level: -8.083 eV
E: -251.7499 Ha
F_max: 0.0979 Eh/bohr
ΔE to the lowest compared entry with this formula, charge and spin: 3.066 eV
Total charge: 0

Löwdin population analysis, charges in e, atoms 1 to 8:
1 C 0.019
2 C -0.416
3 C -0.242
4 C -0.189
5 N -0.047
6 C -0.122
7 H 0.099
8 H -0.026

***

DFT (ωB97M-V/def2-TZVPD) results for a 5-piece molecular cluster, C31H39N6O8Si overall.

Structure (XYZ):
```
85
C31H39N6O8Si | the OMol25 dataset | ωB97M-V/def2-TZVPD
C -0.9965 2.2405 1.1260
Si -2.1223 0.6800 1.0050
C -3.9330 1.2750 1.3701
C -1.9059 -0.0301 -0.8074
C -1.6708 -0.7454 2.2200
C -1.4260 -0.2689 3.7773
N -0.1794 0.5627 3.9772
C 1.0646 0.0407 3.2984
C 0.8207 -0.7701 1.8975
N -0.4626 -1.5679 1.8249
H -1.5259 3.1068 1.7536
H -0.8693 2.6653 0.0287
H 0.0695 2.0283 1.6144
H -4.0203 2.4457 1.1820
H -4.6841 0.6437 0.7239
H -4.1150 1.1182 2.5276
H -1.3992 -1.1016 -0.6910
H -1.2212 0.6343 -1.4851
H -2.9835 -0.2238 -1.2519
H -2.6141 -1.4748 2.2491
H -1.3034 -1.2627 4.4184
H -2.4004 0.2899 4.1644
H -0.4069 1.5715 3.7671
H 0.0238 0.5417 5.0223
H 1.7095 -0.6060 4.0435
H 1.7301 0.9951 3.0309
H 0.9770 -0.0573 0.9591
H 1.7044 -1.5670 1.8178
H -0.4173 -2.4441 2.3933
C 3.1333 -3.8544 0.7030
C 4.5016 -3.8407 0.4279
C 5.3730 -4.6386 1.1717
C 4.8605 -5.4536 2.1905
C 3.4882 -5.4635 2.4739
C 2.6269 -4.6591 1.7251
N 5.7681 -6.3138 2.9591
O 6.9777 -6.2626 2.6909
O 5.2727 -7.0447 3.8288
H 2.4570 -3.2347 0.1166
H 4.8889 -3.2098 -0.3693
H 6.4367 -4.6168 0.9449
H 3.0776 -6.0874 3.2650
H 1.5597 -4.6620 1.9354
C -8.9927 -3.0142 -0.3266
C -9.1198 -2.8710 -1.7092
C -8.2983 -1.9770 -2.3986
C -7.3455 -1.2314 -1.6909
C -7.2210 -1.3675 -0.3018
C -8.0501 -2.2627 0.3771
N -6.4616 -0.3086 -2.4133
O -6.6155 -0.2023 -3.6391
O -5.6098 0.3078 -1.7572
H -9.6317 -3.7167 0.2058
H -9.8578 -3.4592 -2.2505
H -8.4096 -1.8770 -3.4761
H -6.4892 -0.7914 0.2606
H -7.9592 -2.3777 1.4549
C 0.6002 6.8620 -2.6151
C 1.9685 6.8756 -2.8902
C 2.8399 6.0777 -2.1464
C 2.3274 5.2627 -1.1276
C 0.9552 5.2529 -0.8442
C 0.0939 6.0573 -1.5930
N 3.2350 4.4025 -0.3590
O 4.4446 4.4537 -0.6272
O 2.7397 3.6716 0.5107
H -0.0760 7.4816 -3.2015
H 2.3558 7.5066 -3.6874
H 3.9036 6.0996 -2.3732
H 0.5445 4.6289 -0.0531
H -0.9734 6.0544 -1.3826
C 5.7910 1.2225 -2.8670
C 4.8748 1.5120 -1.8546
C 3.6247 0.8902 -1.8433
C 3.3029 -0.0275 -2.8528
C 4.2179 -0.3141 -3.8747
C 5.4638 0.3161 -3.8769
N 2.0002 -0.7035 -2.8323
O 1.2109 -0.4088 -1.9224
O 1.7659 -1.5328 -3.7230
H 6.7666 1.7056 -2.8684
H 5.1365 2.2206 -1.0717
H 2.9218 1.1264 -1.0474
H 3.9793 -1.0205 -4.6671
H 6.1822 0.0980 -4.6641
```

Orbital gap: 8.74 eV
HOMO level: -11.814 eV
E: -2423.9268 Ha
F_max: 0.0664 Eh/bohr
Total charge: +1

Löwdin population analysis, charges in e, atoms 1 to 8:
1 C -0.223
2 Si 0.536
3 C -0.199
4 C -0.191
5 C -0.354
6 C -0.134
7 N -0.002
8 C -0.118

***

DFT (ωB97M-V/def2-TZVPD) results for C39H48N6P2SSi2V as an isolated structure.

Structure (XYZ):
```
99
C39H48N6P2SSi2V | the OMol25 dataset | ωB97M-V/def2-TZVPD
V -0.5545 -0.4970 0.7577
C -2.5646 -4.1733 2.7244
C -2.2064 -2.9637 1.9341
N -1.0212 -2.5407 1.6879
N 0.0270 -3.0212 2.4872
C 0.3742 -2.1130 3.4319
N 1.1611 -2.4750 4.4277
S -0.1955 -0.5129 3.2772
C -3.2499 -2.0072 1.5150
C -4.5960 -2.2948 1.6176
C -5.5245 -1.2941 1.3653
C -5.0581 -0.0408 1.0239
C -3.6879 0.1667 0.9295
N -2.7864 -0.7834 1.1739
H -2.9010 -3.8834 3.7233
H -1.7468 -4.8823 2.8169
H -3.3896 -4.6985 2.2443
H 0.1057 -4.0147 2.6602
H 1.4744 -3.4251 4.5638
H 1.4578 -1.7824 5.0991
H -4.9286 -3.2851 1.8921
H -6.5843 -1.4972 1.4420
H -5.7299 0.7839 0.8302
H -3.3149 1.1400 0.6559
C -3.5847 0.4883 -2.8682
Si -2.2287 -0.6367 -2.2752
C -2.9432 -2.2382 -1.6653
C -0.9831 -1.0514 -3.6006
N -1.3484 0.1561 -0.9153
P -0.7516 1.6531 -0.6249
C 0.2698 1.1063 0.7315
P 1.8370 0.2965 0.5619
N 1.1443 -1.2118 0.4266
Si 1.9892 -2.8022 0.0342
C 2.8258 -3.4547 1.5732
C 3.2977 -2.5230 -1.2515
C 0.6961 -3.9252 -0.6806
C 2.7139 0.7608 -0.9079
C 2.2406 0.3527 -2.1551
C 2.8989 0.7496 -3.3026
C 4.0291 1.5569 -3.2069
C 4.4951 1.9754 -1.9669
C 3.8362 1.5863 -0.8116
C 2.8690 0.5592 1.9806
C 2.5394 1.5203 2.9336
C 3.4027 1.7572 3.9918
C 4.5808 1.0299 4.1022
C 4.9120 0.0700 3.1509
C 4.0633 -0.1616 2.0827
C -1.8789 2.8700 0.0377
C -2.7689 3.5048 -0.8337
C -3.6500 4.4509 -0.3408
C -3.6329 4.7809 1.0109
C -2.7371 4.1651 1.8742
C -1.8591 3.2043 1.3921
C 0.1003 2.4909 -1.9480
C -0.3051 2.3400 -3.2715
C 0.2590 3.1386 -4.2547
C 1.2246 4.0766 -3.9158
C 1.6208 4.2318 -2.5913
C 1.0527 3.4499 -1.6015
H -4.2078 -0.0690 -3.5730
H -4.2306 0.8134 -2.0498
H -3.2338 1.3749 -3.3983
H -3.1711 -2.8353 -2.5533
H -2.2439 -2.8272 -1.0655
H -3.8766 -2.1114 -1.1181
H -0.4707 -1.9868 -3.3600
H -1.5093 -1.2114 -4.5455
H -0.2260 -0.2878 -3.7787
H 3.8553 -3.7230 1.3276
H 2.8651 -2.7276 2.3852
H 2.3472 -4.3640 1.9424
H 4.0559 -1.7862 -0.9825
H 3.8084 -3.4869 -1.3500
H 2.9012 -2.2646 -2.2320
H -0.0951 -4.2398 -0.0029
H 0.2323 -3.4663 -1.5575
H 1.2012 -4.8303 -1.0298
H 1.3643 -0.2818 -2.2230
H 2.5427 0.4292 -4.2728
H 4.5498 1.8594 -4.1060
H 5.3750 2.6004 -1.8992
H 4.2012 1.9162 0.1522
H 1.6214 2.0876 2.8433
H 3.1601 2.5126 4.7269
H 5.2531 1.2193 4.9285
H 5.8392 -0.4806 3.2344
H 4.3426 -0.8856 1.3243
H -2.7672 3.2755 -1.8931
H -4.3386 4.9461 -1.0120
H -4.3125 5.5331 1.3886
H -2.7163 4.4391 2.9202
H -1.1619 2.7242 2.0678
H -1.0584 1.6172 -3.5476
H -0.0592 3.0327 -5.2831
H 1.6637 4.6983 -4.6846
H 2.3644 4.9731 -2.3314
H 1.3484 3.5909 -0.5674
```

Orbital gap (spin up / spin down): 6.90 / 6.89 eV
HOMO level (spin up / spin down): -16.275 / -16.275 eV
E: -4446.6301 Ha
F_max: 0.0114 Eh/bohr
Total charge: +3

Löwdin population analysis, charges in e, atoms 1 to 8:
1 V 0.689
2 C 0.040
3 C -0.224
4 N -0.047
5 N -0.006
6 C -0.742
7 N 0.176
8 S 0.843

***

> Look up the F_max of the sixth one.

0.0114 Eh/bohr